*A*
Computed, not measured: a molecular structure, C40H31Cl5F18IrN5O2PS, with the ωB97M-V functional and the def2-TZVPD basis.

Values from the calculation:
LUMO energy (spin up / spin down): -3.73 / -3.73 eV
Net charge: +1
Kohn-Sham gap (spin up / spin down): 6.87 / 6.87 eV
HOMO (spin up / spin down): -10.599 / -10.601 eV

```
104
Properties=species:S:1:pos:R:3:lowdin_charge:R:1
Ir -0.27367 -0.05001 -0.38341 1.084
Cl 1.44713 3.20076 6.03970 0.711
C 0.84840 2.66548 4.52112 -0.697
C 1.66098 1.92293 3.66999 -0.698
Cl 3.26996 1.52982 4.11662 0.727
C 1.16242 1.48494 2.45063 -0.571
Cl 2.12328 0.50803 1.38916 0.814
C -0.14400 1.76871 2.05271 -0.438
O -0.65352 1.40888 0.86079 -0.375
C -0.94381 2.52137 2.91012 -0.605
Cl -2.57390 2.85020 2.42690 0.766
C -0.45941 2.96228 4.13560 -0.690
Cl -1.47828 3.87181 5.17309 0.721
C 2.90435 -4.25765 -2.15358 -0.150
C 2.17294 -4.00207 -0.85784 -0.158
N 1.47295 -2.72542 -0.94995 0.078
C 1.98433 -1.64608 -1.56297 -0.348
N 1.44188 -0.43298 -1.38272 -0.175
C 2.28110 0.70142 -1.79017 -0.231
C 2.83237 0.49355 -3.18404 -0.143
C 3.69599 -0.74173 -3.13734 -0.138
N 3.07064 -1.81544 -2.36357 -0.019
C 3.81895 -3.07733 -2.39297 -0.136
H 2.19510 -4.34727 -2.98202 0.116
H 3.48056 -5.18016 -2.10130 0.127
H 2.88849 -3.98106 -0.03007 0.136
H 1.43670 -4.76927 -0.63412 0.117
H 0.79522 -2.54418 -0.20390 0.049
H 3.10999 0.80796 -1.08252 0.099
H 1.69561 1.60626 -1.70677 0.067
H 3.43820 1.34510 -3.49605 0.130
H 2.01648 0.37642 -3.89556 0.093
H 4.66036 -0.50357 -2.67767 0.137
H 3.89882 -1.12583 -4.13856 0.128
H 4.61266 -3.05564 -1.63954 0.138
H 4.29881 -3.13845 -3.36925 0.125
F -2.72008 -1.15868 1.76914 0.131
C -1.87736 -1.50203 2.75844 -0.539
F -1.48785 -0.36543 3.34578 0.178
F -2.55807 -2.22110 3.64940 0.193
C -0.65423 -2.27307 2.17765 -0.287
O -0.20455 -1.71179 1.02807 -0.383
C 0.45580 -2.38352 3.28071 -0.552
F -0.00866 -2.83863 4.44356 0.186
F 1.41407 -3.22033 2.85286 0.169
F 1.02593 -1.20887 3.52396 0.147
C -1.10889 -3.74281 1.83116 -0.549
F -0.27234 -4.27462 0.92388 0.137
F -2.33248 -3.75107 1.28818 0.149
F -1.12644 -4.55943 2.88160 0.186
C -1.74247 -3.42334 -4.97760 -0.038
N -1.32495 -2.95282 -3.66438 -0.013
C -2.05640 -2.17956 -2.87841 -0.740
N -3.22122 -1.71802 -3.31837 0.176
S -1.59885 -1.90457 -1.21220 0.792
H -0.91284 -3.94803 -5.44181 0.100
H -2.01577 -2.58332 -5.61738 0.083
H -2.58644 -4.11141 -4.89749 0.103
H -0.51066 -3.35053 -3.22157 0.127
H -3.66539 -2.06921 -4.15320 0.118
H -3.78365 -1.18705 -2.67153 0.108
F -0.47149 -0.68108 -8.08822 0.139
C -1.06667 0.48018 -7.76992 -0.591
F -2.31931 0.43554 -8.24844 0.155
F -0.42298 1.45912 -8.41908 0.163
C -1.06579 0.71957 -6.28234 -0.102
C -0.43534 -0.15934 -5.42486 -0.009
C -0.44943 0.08453 -4.05571 -0.122
C -1.07443 1.20668 -3.54256 -0.312
C -1.69208 2.10126 -4.42591 -0.045
C -1.69686 1.85716 -5.78432 0.020
P -1.05028 1.55852 -1.75179 0.975
C -2.77041 1.90978 -1.27810 -0.321
C -3.53425 0.96722 -0.59721 -0.107
C -4.85944 1.23537 -0.27887 0.012
C -5.41952 2.44611 -0.64372 -0.102
C -4.66325 3.40300 -1.30735 0.016
C -3.34239 3.13864 -1.61812 -0.066
C -6.85490 2.76882 -0.31232 -0.590
F -7.51277 3.19580 -1.40320 0.150
F -6.93053 3.74508 0.60424 0.159
F -7.51033 1.70514 0.16784 0.150
C -0.24141 3.19359 -1.70500 -0.324
C 0.64606 3.59526 -2.70615 -0.073
C 1.35083 4.77989 -2.58537 0.013
C 1.17290 5.57421 -1.46181 -0.098
C 0.27617 5.20434 -0.47420 0.031
C -0.42968 4.01604 -0.59387 -0.054
C 1.95190 6.86130 -1.35052 -0.591
F 3.22784 6.68472 -1.72850 0.149
F 1.42993 7.80925 -2.14598 0.156
F 1.95481 7.33429 -0.10021 0.154
H 0.07805 -1.02561 -5.82142 0.124
H 0.07709 -0.57792 -3.38310 0.067
H -2.17761 2.99285 -4.05334 0.109
H -2.18174 2.54926 -6.46095 0.137
H -3.10437 0.02411 -0.29496 0.024
H -5.44400 0.50703 0.26687 0.131
H -5.10584 4.35498 -1.57150 0.135
H -2.75241 3.90774 -2.09897 0.108
H 0.79870 2.98358 -3.58579 0.110
H 2.04013 5.08582 -3.36174 0.133
H 0.12600 5.83682 0.39018 0.133
H -1.13297 3.73512 0.17694 0.080
```

***

*B*
Computed, not measured: a molecular structure, C40H31Cl5F18IrN5O2PS, with the ωB97M-V functional and the def2-TZVPD basis.

Values from the calculation:
LUMO energy (spin up / spin down): -5.69 / -5.04 eV
Net charge: +1
Kohn-Sham gap (spin up / spin down): 4.74 / 5.58 eV
HOMO (spin up / spin down): -10.437 / -10.613 eV

```
104
Properties=species:S:1:pos:R:3:lowdin_charge:R:1
Ir -0.90678 -0.17792 -1.37680 1.109
Cl -7.71955 -3.03753 -1.86250 0.713
C -6.22504 -2.43920 -1.29966 -0.716
C -5.19646 -2.14475 -2.20462 -0.700
Cl -5.44592 -2.32885 -3.89053 0.730
C -3.98301 -1.68129 -1.72785 -0.570
Cl -2.69337 -1.35052 -2.80815 0.799
C -3.74135 -1.43161 -0.35017 -0.457
O -2.63002 -0.96761 0.06738 -0.245
C -4.82268 -1.70970 0.53184 -0.588
Cl -4.61078 -1.33888 2.19133 0.788
C -6.02375 -2.22609 0.07430 -0.697
Cl -7.27480 -2.60036 1.18363 0.724
C -2.97475 3.14880 2.76800 -0.129
C -2.32309 1.77591 2.72602 -0.172
N -1.92798 1.43760 1.37062 0.095
C -1.93780 2.30451 0.33544 -0.358
N -1.77707 1.81081 -0.88078 -0.025
C -2.02942 2.64043 -2.03751 -0.222
C -2.84134 3.88025 -1.68331 -0.127
C -2.14394 4.56478 -0.51952 -0.127
N -2.05993 3.62358 0.57825 -0.030
C -2.10679 4.09419 1.94565 -0.124
H -3.05718 3.50338 3.79258 0.125
H -3.97440 3.10396 2.33500 0.128
H -3.01154 1.00778 3.08262 0.099
H -1.43207 1.77533 3.36786 0.117
H -2.07029 0.46856 1.09812 0.063
H -2.57240 2.03754 -2.76632 0.100
H -1.08099 2.91666 -2.51123 0.110
H -3.85009 3.58313 -1.38997 0.127
H -2.91893 4.54541 -2.54053 0.128
H -2.70947 5.43710 -0.18939 0.129
H -1.14461 4.90013 -0.81974 0.137
H -2.51241 5.10696 1.95597 0.130
H -1.09357 4.12447 2.36582 0.128
F -1.98154 1.16833 -4.85442 0.147
C -0.94699 0.47441 -5.33402 -0.573
F -1.31841 -0.80877 -5.32752 0.132
F -0.78370 0.84447 -6.60000 0.191
C 0.33482 0.69378 -4.46553 -0.342
O 0.10612 0.71094 -3.15707 -0.337
C 1.33572 -0.43515 -4.88609 -0.574
F 1.14654 -0.87276 -6.12758 0.186
F 2.61023 -0.03436 -4.81087 0.133
F 1.20921 -1.48463 -4.06931 0.134
C 0.92899 2.07062 -4.90241 -0.566
F 1.90934 2.44857 -4.07806 0.133
F -0.00150 3.02524 -4.84049 0.175
F 1.43562 2.07131 -6.13244 0.186
C 6.26356 1.33535 -2.48710 -0.056
N 4.83715 1.10071 -2.55008 -0.039
C 4.07580 0.64958 -1.56337 -0.789
N 4.60376 0.35407 -0.37046 0.144
S 2.41295 0.46554 -1.82747 0.835
H 6.60013 1.65549 -3.46838 0.095
H 6.80337 0.42449 -2.21902 0.092
H 6.50313 2.12142 -1.76714 0.094
H 4.35683 1.31875 -3.41052 0.119
H 5.59019 0.43450 -0.19125 0.104
H 4.00352 -0.01249 0.34573 0.089
F 5.66313 -4.98759 -0.85763 0.159
C 5.27809 -4.55698 0.34284 -0.595
F 6.28818 -3.79759 0.82126 0.139
F 5.19810 -5.62315 1.14659 0.158
C 4.00261 -3.75997 0.32736 -0.102
C 3.37216 -3.37463 -0.84516 0.020
C 2.25687 -2.55352 -0.77949 -0.110
C 1.77522 -2.12437 0.45184 -0.344
C 2.37680 -2.58255 1.62238 -0.059
C 3.49714 -3.38244 1.56405 0.012
P 0.33840 -0.97576 0.57043 1.040
C 1.04696 0.35484 1.62164 -0.335
C 1.22621 1.60725 1.03540 -0.133
C 1.80341 2.64540 1.74519 0.009
C 2.20879 2.43927 3.06021 -0.103
C 2.03313 1.20063 3.65921 0.015
C 1.45037 0.17042 2.94178 -0.081
C 2.79565 3.59132 3.83700 -0.592
F 3.28584 3.22505 5.02272 0.154
F 1.86362 4.53472 4.07485 0.143
F 3.78626 4.19660 3.16535 0.153
C -0.68357 -1.98725 1.69720 -0.354
C -1.02099 -3.25800 1.23655 -0.065
C -1.75760 -4.11952 2.02348 0.025
C -2.16318 -3.71102 3.28717 -0.110
C -1.88433 -2.42667 3.73166 -0.020
C -1.16300 -1.56151 2.92944 -0.087
C -2.87807 -4.65282 4.22021 -0.592
F -3.12923 -5.84440 3.67225 0.155
F -2.14177 -4.87543 5.32278 0.152
F -4.05217 -4.15532 4.63570 0.149
H 3.74962 -3.71003 -1.79671 0.129
H 1.76555 -2.24089 -1.68883 0.064
H 1.97376 -2.33538 2.58889 0.097
H 3.98435 -3.71895 2.46593 0.134
H 0.91167 1.75447 0.01085 0.042
H 1.95698 3.61076 1.28668 0.133
H 2.36186 1.03723 4.67496 0.129
H 1.30044 -0.76956 3.44484 0.093
H -0.68872 -3.57801 0.25901 0.120
H -2.01002 -5.10704 1.66976 0.130
H -2.22819 -2.10951 4.70382 0.135
H -0.96159 -0.56446 3.27958 0.087
```

***

Short version: *B* is the least stable of them.

***

*A*
Computed, not measured: a molecular structure, C6H7Cl, with the ωB97M-V functional and the def2-TZVPD basis.

Values from the calculation:
LUMO energy (spin up / spin down): -0.01 / 0.01 eV
Kohn-Sham gap (spin up / spin down): 7.93 / 7.39 eV
HOMO (spin up / spin down): -7.938 / -7.380 eV

```
14
Properties=species:S:1:pos:R:3:nbo_charge:R:1
C -1.05384 0.47890 -0.24267 -0.328
C -0.37027 1.67321 -0.09671 -0.139
C -0.36283 -0.62957 -0.06526 0.080
C 1.45777 0.01715 -0.16198 -0.045
C 1.06890 1.49759 0.07031 -0.559
C -0.81814 -2.05109 -0.07925 -0.680
Cl 2.81049 -0.53466 0.62850 0.043
H -2.21743 0.48866 -0.30573 0.224
H -0.74664 2.69363 -0.00612 0.212
H 1.64580 2.14657 -0.65429 0.250
H 1.40953 1.60612 1.21119 0.258
H -1.88584 -2.02903 0.13341 0.223
H -0.28736 -2.67763 0.63445 0.231
H -0.65013 -2.67984 -1.06585 0.230
```

***

*B*
Computed, not measured: 2 unconnected molecules or ions with the total composition C6H7Cl, with the ωB97M-V functional and the def2-TZVPD basis.

Values from the calculation:
LUMO energy: 0.79 eV
Structure (SMILES): CC1=C(Cl)C1.C#C
Kohn-Sham gap: 10.11 eV
HOMO: -9.322 eV

```
14
Properties=species:S:1:pos:R:3:nbo_charge:R:1
C -0.07206 -2.89548 -2.62163 -0.206
C 0.04918 -2.00499 -1.79007 -0.227
C -1.16007 0.30256 0.46903 -0.418
C 0.16263 0.92805 1.00188 0.003
C -0.25967 -0.11725 1.60936 -0.034
C 1.00958 2.17542 0.69023 -0.655
Cl 0.00028 -1.23820 2.94073 0.018
H -0.37304 -3.61074 -3.26717 0.217
H 0.34276 -1.23919 -1.19478 0.214
H -2.10208 0.69326 0.82327 0.189
H -1.11073 -0.35858 -0.41421 0.187
H 2.03313 2.14561 1.14120 0.238
H 0.37289 3.07908 1.05076 0.241
H 1.10720 2.14046 -0.43858 0.234
```

***

Short version: *B* is the least stable of them.

***

*A*
Computed, not measured: a single C6H7Cl molecule, with the ωB97M-V functional and the def2-TZVPD basis.

Values from the calculation:
LUMO energy: 0.81 eV
Structure (SMILES): C=C(C)CC#CCl
Kohn-Sham gap: 10.26 eV
HOMO: -9.451 eV

```
14
Properties=species:S:1:pos:R:3:nbo_charge:R:1
C -2.67130 -0.54546 -0.15657 -0.123
C 0.71621 0.20938 0.21526 0.011
C -1.69298 -0.28094 0.49709 -0.012
C -0.36246 -0.06801 1.15848 -0.508
C 1.69837 1.07104 0.38328 -0.384
C 0.69366 -0.43970 -1.19139 -0.636
Cl -4.08828 -0.94225 -0.90150 0.112
H -0.59006 0.66844 1.95260 0.250
H -0.07480 -0.95737 1.75046 0.247
H 1.84275 1.70148 1.32467 0.191
H 2.49473 1.12473 -0.29945 0.194
H 1.45440 0.16252 -1.81307 0.218
H -0.27817 -0.22929 -1.83430 0.227
H 0.85793 -1.47459 -1.08555 0.213
```

***

*B*
Computed, not measured: a single C6H7Cl molecule, with the ωB97M-V functional and the def2-TZVPD basis.

Values from the calculation:
LUMO energy: 0.51 eV
Structure (SMILES): C=C/C=C\C(=C)Cl
Kohn-Sham gap: 9.33 eV
HOMO: -8.825 eV

```
14
Properties=species:S:1:pos:R:3:nbo_charge:R:1
C -0.18619 0.59872 1.38384 -0.046
C 0.08706 1.78945 0.85496 -0.395
C 0.52424 -0.66684 1.11598 -0.232
C 0.77531 -1.21085 -0.09575 -0.187
C 0.32066 -0.75783 -1.41485 -0.240
C -0.91488 -0.33578 -1.71113 -0.351
H -0.47734 2.65032 1.13879 0.214
H 0.87647 1.87982 0.10527 0.218
H 0.89051 -1.15351 2.00248 0.220
H 1.37169 -2.11900 -0.10073 0.213
H 1.05804 -0.83274 -2.23307 0.208
H -1.67358 -0.23843 -0.93733 0.198
H -1.19694 -0.04712 -2.69166 0.199
Cl -1.45507 0.44377 2.58320 -0.020
```

***

Short version: *A* is the least stable of them.